1.
Computed, not measured: a cluster of 3 separate species, C18H23N2O8 in total, with ωB97M-V with the def2-TZVPD basis set.

Computed properties:
Highest occupied orbital energy: -11.762 eV
Gap between HOMO and LUMO: 0.2921 Ha
Total charge: +1
Spin multiplicity: 1

The geometry in XYZ format:
```
51
C18H23N2O8 (ωB97M-V with the def2-TZVPD basis set)
H 0.8955 5.1482 0.4307
C -2.1534 3.4609 -0.1452
C -3.8719 -3.1203 -2.4235
O -4.1269 -0.2859 -0.1608
O -2.4788 2.2076 -0.4426
H -4.1107 4.3023 -0.1447
H -0.2495 0.3961 1.9843
C -1.5608 -2.2080 -2.0248
C 4.5407 -1.2167 -0.0701
H 2.4287 -3.2735 2.4452
C -2.1541 -1.2510 -1.1359
O -0.7410 7.2431 0.7056
H 2.5255 -1.6515 -0.7898
O 0.0418 2.6783 -0.0736
H -2.7389 -4.5314 -3.7410
H -3.3976 0.3104 0.0908
H -1.6516 1.6849 -0.4930
H 1.0703 0.9011 0.9594
H -5.5364 -2.1329 -1.4257
C 3.0253 -1.0411 -0.0338
H -0.4922 -2.1825 -2.1876
C -4.4639 -2.1310 -1.5581
C 1.0301 -1.2144 1.4606
O -4.4698 -3.9917 -3.0236
C 0.8114 0.2430 1.7875
N 2.4964 -1.5190 1.2904
H 4.9880 -3.1857 -0.5357
H 2.3533 -3.5080 0.6829
C -2.5602 5.7770 0.2859
O -1.5074 -0.4394 -0.4787
H 4.9018 -0.9456 -1.0610
H 2.7196 -0.0031 -0.1553
C -0.6587 3.6763 0.0381
C -3.6657 -1.2293 -0.9639
H 5.0005 -0.5101 0.6355
H 1.3670 0.5436 2.6803
C -1.0607 5.9953 0.4415
C -3.0473 4.4489 -0.0189
N 4.9693 -2.5569 0.2546
H -1.5826 7.7464 0.7360
O -1.9397 -4.0344 -3.4564
H 3.0006 -0.9873 2.0086
C -2.3617 -3.1020 -2.6355
H 0.5543 -1.4805 0.5173
H 0.6585 -1.8872 2.2344
H 4.8011 -2.6387 2.3258
C -0.1684 4.9957 0.3198
O -3.2566 6.7615 0.4304
C 2.8479 -2.9605 1.4882
H 4.6116 -4.1799 1.5066
C 4.3674 -3.1212 1.4387
```


2.
Computed, not measured: an isolated molecule of C10H7N3O, with ωB97M-V with the def2-TZVPD basis set.

Computed properties:
ΔE to the lowest compared entry with this formula, charge and spin: 102.2 kcal per mole
Highest occupied orbital energy: -9.871 eV
SMILES string: N#CCO/N=C(\C#N)c1ccccc1
Gap between HOMO and LUMO: 0.3206 Ha
Spin multiplicity: 1

The geometry in XYZ format:
```
21
C10H7N3O (ωB97M-V with the def2-TZVPD basis set)
H -3.9890 0.1266 2.7896
C -1.1921 0.0118 0.1078
C 2.5800 0.5852 -4.2076
C -1.6818 1.2637 0.4814
H -3.1221 -2.0318 2.0006
H -1.2833 2.1742 -0.0395
C 0.7221 -1.1884 -0.8850
C -3.1929 0.1650 2.0160
H 0.9804 1.8698 -4.1240
C -2.7085 -1.0992 1.5978
C -1.8011 -1.1496 0.6033
N 1.3449 -2.2178 -0.8492
O 1.5024 1.0722 -2.2607
N 0.4289 1.1359 -1.3702
H -1.5444 -2.1793 0.2469
H 0.5871 0.1562 -3.9040
C 1.2844 0.9429 -3.6202
C -2.6587 1.2521 1.4196
H -2.9987 2.2963 1.6606
C -0.0032 0.0449 -0.7817
N 3.6641 0.2876 -4.5555
```


3.
Computed, not measured: a structure of composition C10H12CuN3S3, with ωB97M-V with the def2-TZVPD basis set.

Computed properties:
Highest occupied orbital energy: -7.729 eV
Gap between HOMO and LUMO: 0.2799 Ha
Spin multiplicity: 1

The geometry in XYZ format:
```
29
C10H12CuN3S3 (ωB97M-V with the def2-TZVPD basis set)
H -1.0362 3.2194 -0.4798
N 6.2311 -2.1400 -0.7645
C 5.6745 -1.1324 -0.6966
H -2.5227 2.6160 0.2271
H -2.5761 0.3758 1.3712
H -0.8112 0.9460 -1.7043
H -0.1697 -0.7277 2.9287
C -1.5647 2.3083 -0.1936
S -0.5583 1.6304 1.1508
C -1.6967 0.4981 2.0003
C -1.7503 1.4260 -1.4219
S -3.0322 0.1505 -1.2547
H -2.0445 2.0592 -2.2597
C 5.6748 1.3315 -0.3675
H -1.8115 -3.2462 -0.2823
H -1.9975 0.9662 2.9374
H -2.8010 -2.0483 -2.0055
C 3.6144 0.1316 -0.7526
S -0.4267 -1.7460 0.8577
H -1.2281 -1.2914 -1.9241
Cu 0.8130 0.1023 0.0102
C -1.9240 -2.1834 -0.0664
H -1.7473 -1.4884 2.8316
C 4.9877 0.1103 -0.6160
C -2.1600 -1.4310 -1.3743
C -1.0494 -0.8459 2.2927
N 6.2297 2.3208 -0.1606
N 2.4578 0.1651 -0.8903
H -2.7752 -2.0769 0.6070
```


4.
Computed, not measured: a structure of composition C7H4Cl2INO, with ωB97M-V with the def2-TZVPD basis set.

Computed properties:
ΔE to the lowest compared entry with this formula, charge and spin: 30.3 kcal per mole
Highest occupied orbital energy (spin up / spin down): -9.204 / -9.211 eV
Gap between HOMO and LUMO (spin up / spin down): 0.3012 / 0.3013 Ha
Spin multiplicity: 1

The geometry in XYZ format:
```
16
C7H4Cl2INO (ωB97M-V with the def2-TZVPD basis set)
C 2.2539 0.2744 0.8200
Cl -0.0092 -2.8249 -0.4339
C 1.3738 1.3353 0.7108
Cl -1.0112 2.5566 0.2863
I -3.5328 -0.2251 1.0230
N -2.5695 0.3997 -1.6439
H 1.5651 2.2655 1.0020
C -2.2043 -0.3834 -0.5876
C -0.2345 -0.1142 -0.1019
O -1.8484 0.6810 -2.5687
H 3.1784 0.3236 1.2074
H -2.0353 -1.3436 -0.9948
H 2.4749 -1.8390 0.5859
C 1.8887 -1.0376 0.4683
C 0.6034 -1.2082 -0.0261
C 0.1069 1.1399 0.2531
```


5.
Computed, not measured: a cluster of 2 separate species, C5H14NO in total, with ωB97M-V with the def2-TZVPD basis set.

Computed properties:
ΔE to the lowest compared entry with this formula, charge and spin: 43.3 kcal per mole
Highest occupied orbital energy: -14.440 eV
Gap between HOMO and LUMO: 0.4078 Ha
Total charge: +1
Spin multiplicity: 1

The geometry in XYZ format:
```
21
C5H14NO (ωB97M-V with the def2-TZVPD basis set)
C -0.9644 0.4965 -0.2477
H 0.7722 0.5626 -1.2956
H -1.7042 1.2603 1.6565
C -0.7797 1.0753 1.1082
C 0.1225 -1.2836 1.8556
H -0.1432 0.3059 3.0955
C -1.6198 -0.5560 -0.6879
H -0.8613 -1.6603 2.1235
H -0.4936 1.3221 -2.1957
H 1.1388 0.6602 2.0732
H 0.4950 -1.5929 0.8856
O 2.2605 -0.9141 -2.1056
H 1.9684 -1.5325 -2.7784
H -1.4077 -1.1914 -1.5307
H 0.8081 -1.7190 2.5645
H -2.2676 -1.0176 0.0246
H 3.0609 -0.4175 -2.2643
H -0.4076 2.1037 1.0303
C 0.1314 0.2518 2.0363
N -0.0650 1.1704 -1.2861
H 0.2382 2.0776 -0.9410
```


6.
Computed, not measured: an isolated molecule of HN4P, with ωB97M-V with the def2-TZVPD basis set.

Computed properties:
ΔE to the lowest compared entry with this formula, charge and spin: 36.8 kcal per mole
Highest occupied orbital energy: -9.497 eV
Gap between HOMO and LUMO: 0.3167 Ha
Spin multiplicity: 1

The geometry in XYZ format:
```
6
HN4P (ωB97M-V with the def2-TZVPD basis set)
N -1.9168 2.0456 -1.4722
N -1.2560 2.4082 -0.5221
P -0.5101 -0.1188 -0.5915
N -2.1826 1.2125 -2.2006
N -0.4407 1.4230 -0.1664
H 0.5303 -0.2571 0.2535
```


7.
Computed, not measured: a structure of composition C24H27F6NO2P2Ru, with ωB97M-V with the def2-TZVPD basis set.

Computed properties:
ΔE to the lowest compared entry with this formula, charge and spin: 101.0 kcal per mole
Highest occupied orbital energy (spin up / spin down): -13.149 / -14.872 eV
Gap between HOMO and LUMO (spin up / spin down): 0.2312 / 0.1556 Ha
Total charge: +2
<S²>: 6.049
Spin multiplicity: 5

The geometry in XYZ format:
```
63
C24H27F6NO2P2Ru (ωB97M-V with the def2-TZVPD basis set)
H -2.8353 -0.7728 4.6907
H 2.3043 -2.3415 0.8137
H -3.5085 -0.8487 -0.0982
C -2.0287 2.5295 0.9086
C 2.6731 0.3064 -3.1165
P 0.0268 -2.1848 0.0356
C -1.8410 -1.1993 4.8623
C 2.0362 1.3180 -3.8892
H 2.0963 4.3539 -3.6571
H 1.1729 -3.0981 1.9558
F 0.4618 -2.5625 3.9428
F 0.9479 -1.0473 5.4465
Ru -0.1960 -0.1344 0.6815
H 0.4435 -3.4107 -1.8985
C 0.1921 4.4007 -2.6168
H -1.0780 3.0602 0.8221
C -1.9573 1.3491 -1.6629
H -2.9338 1.7925 -1.8822
H 5.0662 -2.1283 -2.5964
C 1.6392 -0.3653 -2.3973
H 2.2403 1.4450 -5.0443
H -2.2665 2.3974 1.9647
H -1.5026 -0.9901 5.8933
H -1.8862 -2.2793 4.6848
P -1.9592 0.9464 0.0609
C 2.9938 -2.2846 -2.0718
H -4.2789 0.7155 0.2553
H 3.0909 -3.3082 -1.6963
C -0.8191 2.3084 -2.0108
H -2.8091 3.1212 0.4288
H -3.4368 -0.1842 1.5491
H 1.5808 -3.9167 0.4277
C 1.7730 -1.6874 -2.0051
C -0.8308 0.9570 4.1547
O 2.2005 1.4270 -0.2480
C 0.3351 1.6468 -2.4011
C 0.4302 -2.3392 -1.6790
C -0.8771 -0.5881 3.8266
F -2.0836 1.4691 3.9394
H 0.1127 5.4923 -2.6278
C -0.8711 3.6651 -2.0918
H -1.2006 -4.1666 0.1953
H -1.6748 -3.0204 1.4794
C 0.5387 -1.2105 4.1536
C -3.4363 0.0675 0.4862
H 4.8333 0.1377 -3.6442
C -1.4199 -3.1264 0.4228
O -1.2422 -0.8179 2.5270
H 1.1448 0.7385 -4.0990
C 4.1002 -1.6132 -2.5947
C 1.3708 2.3136 -3.1216
H -0.3904 -1.8525 -2.2426
H -1.8477 0.3940 -2.2151
C 1.4022 -2.9505 0.9003
C 3.9424 -0.3337 -3.1591
F 0.0288 1.6628 3.3668
F 1.5437 -0.7403 3.3624
F -0.5119 1.2557 5.4487
H -1.7695 4.1723 -1.7249
N 0.4518 0.2949 -1.9394
C 1.2768 0.8210 0.0991
H -2.2592 -2.7892 -0.1830
C 1.3009 3.7329 -3.1718
```


8.
Computed, not measured: a cluster of 16 separate species, C6H41N2O15 in total, with ωB97M-V with the def2-TZVPD basis set.

Computed properties:
ΔE to the lowest compared entry with this formula, charge and spin: 2.2 kcal per mole
Highest occupied orbital energy (spin up / spin down): -2.850 / -7.305 eV
Gap between HOMO and LUMO (spin up / spin down): 0.1110 / 0.2699 Ha
<S²>: 0.756
Spin multiplicity: 2

The geometry in XYZ format:
```
64
C6H41N2O15 (ωB97M-V with the def2-TZVPD basis set)
H 0.2564 10.1982 7.9112
H -0.9680 10.8424 5.8274
H 0.6811 7.5196 9.8589
H 3.0947 3.5352 5.2396
C 3.2160 7.8599 3.6685
H 2.9995 13.5869 7.0768
H 0.2771 15.1764 4.1994
O 0.7236 14.5877 4.8079
H 1.8548 10.6682 1.0811
H -0.3524 5.8210 4.6273
C 2.0893 9.5408 5.1830
H 2.2871 9.5102 9.7252
H -0.5769 12.2420 6.8088
H 2.9754 6.8166 3.4641
H -0.0063 14.1200 8.6331
H 3.0524 8.5186 2.8156
H 2.4458 6.4071 5.8466
N 2.5315 8.2910 4.8632
O -0.2637 5.3161 5.4356
O 3.0192 12.5190 3.5829
H 3.5630 9.4103 0.2529
H 3.4962 12.9138 10.4219
O 3.7616 13.4037 6.5274
H 2.4347 13.2351 9.3915
O 2.9381 12.5083 9.7584
H 0.9711 7.9590 7.7139
O 5.4108 8.6259 0.5437
H 4.2772 7.8312 3.9158
O 1.3184 10.7978 1.8632
H 3.7449 12.2475 4.1449
H 3.3896 10.8696 -0.1104
C -0.1464 11.4727 6.1678
N 1.4934 9.5562 6.4198
O 0.5033 13.3178 8.7475
O -1.5794 11.6978 9.6116
O 2.8986 10.0582 0.0185
H 0.4676 4.7217 5.2683
O 4.2045 4.6627 2.5608
H 0.3419 12.0601 5.3903
H 3.2019 10.7156 9.7696
H 6.2291 8.8294 0.0907
H 1.7644 11.4925 2.3477
H 2.5515 10.4352 4.7920
H -2.2120 12.2562 9.1596
H 4.7941 5.7754 7.7029
H 5.7029 4.9507 6.8163
H -0.1231 12.6832 9.0954
O 2.5075 3.8822 4.5681
H 3.9073 5.4016 2.0298
H 3.0689 4.0162 3.8044
H 3.2608 13.3962 3.2858
H 5.4339 9.1649 1.3344
H 4.4618 13.9379 6.9024
O 0.8160 8.4546 10.0134
H 1.4510 14.2259 4.3017
O 4.7873 5.2032 6.9356
H 1.6371 11.2310 7.5665
C 0.8630 10.6158 7.1076
H 0.4858 8.6015 10.8997
C 2.2227 7.4617 5.9139
H -2.0660 10.8985 9.8132
O 3.2113 9.7595 9.7244
H 5.1187 4.8637 2.7613
C 1.5562 8.2285 6.8471
```